C3H8N2 | ωB97M-V/def2-TZVPD

CARTESIAN COORDINATES (ANGSTROEM)
C 0.15173 1.61463 0.55692
C -0.04305 0.19699 0.12256
N -0.65263 -0.63143 1.08879
C 0.38893 -0.32895 -1.02527
N 0.34768 -1.70297 -1.30894
H 0.81146 1.60134 1.43696
H -0.71956 2.20482 0.84622
H 0.74614 2.31933 -0.04255
H -1.35177 -0.22481 1.69660
H -0.10984 -1.33517 1.56556
H 0.74840 0.33477 -1.79821
H 0.16340 -1.93307 -2.26966
H -0.48088 -2.11548 -0.86897

F_max = 1.8 eV/A
LUMO energy = 0.0408 hartree
Orbital gap = 0.318 hartree
Charge = 0
Electronic energy = -6220.22261 eV
HOMO energy = -0.2770 Ha
Molar mass = 72.111 u

Results of the natural (NBO) charge analysis, in e, for atoms 1 through 5: number 1, C, carries -0.648; number 2, C, carries 0.074; number 3, N, carries -0.877; number 4, C, carries -0.044; number 5, N, carries -0.821

***

C5H16N2O | ωB97M-V/def2-TZVPD

CARTESIAN COORDINATES (ANGSTROEM)
N -1.28867 0.91283 -1.81716
C -0.83252 0.53819 -0.42882
C 0.57659 -0.02083 -0.50785
C 1.65261 1.06150 -0.63566
C 2.03658 1.73444 0.69111
C -1.84407 -0.49311 0.12779
N -1.70342 -0.50754 1.59032
H -1.35956 1.92780 -1.83852
H -0.53097 0.72051 -2.46448
H -0.89775 1.40708 0.23111
H 0.71901 -0.57234 0.42041
H 0.66325 -0.73339 -1.32369
H 1.28107 1.84611 -1.28439
H 2.53055 0.60655 -1.08530
H 1.29135 2.46967 0.96268
H 2.17815 0.97297 1.45116
H 3.01532 2.21573 0.62135
H -2.76030 -0.16486 -0.36288
H -1.63172 -1.49871 -0.25131
H -2.49415 -0.13064 2.09351
H -1.47788 -1.47509 1.84100
H 0.97756 -3.27906 0.35960
H -0.45037 -3.56398 1.00156
O 0.34935 -3.97384 0.60846

F_max = 1.7 eV/A
LUMO energy (spin up / spin down) = 0.1301 / 0.1283 hartree
Orbital gap (spin up / spin down) = 0.093 / 0.328 hartree
Charge = -1
Electronic energy = -10470.72966 eV
Expectation value of S² = 0.751
HOMO energy (spin up / spin down) = 0.0368 / -0.1998 Ha
2S+1 = 2
Molar mass = 120.196 u

Results of the natural (NBO) charge analysis, in e, for atoms 1 through 5: number 1, N, carries -0.853; number 2, C, carries -0.052; number 3, C, carries -0.506; number 4, C, carries -0.401; number 5, C, carries -0.616

***

C3H6N2S2 | ωB97M-V/def2-TZVPD

CARTESIAN COORDINATES (ANGSTROEM)
C -2.19251 -0.02149 -0.41477
N -0.77608 0.23586 -0.15228
N -0.16472 -0.76718 0.50083
C 1.08672 -0.83462 0.68805
C 2.21230 -0.00066 0.12699
S 3.57419 -0.69408 -0.37654
S 2.00393 1.74821 0.13318
H -2.65442 -0.39974 0.49900
H -2.33314 -0.79692 -1.16799
H -2.66836 0.92848 -0.73066
H -0.25705 0.53720 -1.01484
H 1.44364 -1.65913 1.27674
H 0.72551 1.72407 0.63229

F_max = 1.8 eV/A
LUMO energy = -0.0245 hartree
Orbital gap = 0.299 hartree
Charge = 0
Electronic energy = -27857.03265 eV
HOMO energy = -0.3239 Ha
Molar mass = 134.229 u

Results of the natural (NBO) charge analysis, in e, for atoms 1 through 5: number 1, C, carries -0.409; number 2, N, carries -0.450; number 3, N, carries -0.204; number 4, C, carries -0.052; number 5, C, carries -0.372